Computed, not measured: a 2-piece molecular cluster, ClNO2S overall, with wB97M-V/def2-TZVPD.

Its HOMO energy (alpha / beta) is -0.4106 / -0.4106 Ha. The calculation puts the gap between HOMO and LUMO (alpha / beta) at 6.12 / 6.12 eV. For the energy relative to the best compared isomer or geometry (same formula, charge and spin), the calculation gives 81.9 kcal per mole. The calculation puts the total energy at -28935.8827 eV. As for the largest force on an atom: 0.0474 hartree/bohr.

Bonds (Å) are listed after each position.
Element x y z (Å)
1 N 0.94458 -0.08310 0.11317  O2 1.195, O3 1.172, S4 1.735
2 O 1.92119 0.60634 0.12040  N1 1.195
3 O 0.82654 -1.24128 0.25258  N1 1.172
4 S -0.39394 0.85797 -0.46533  N1 1.735
5 Cl -3.29836 -0.13993 -0.02081  no bonds

From a Löwdin analysis of the wavefunction, the atomic charges in e read: -0.84 0.04 0.08 0.87 -0.15